(1)
A single C4H5N3 molecule at a distorted geometry. Source: OMol25; level of theory: the ωB97M-V functional and the def2-TZVPD basis.

Geometry as XYZ:
```
12
Properties=species:S:1:pos:R:3:forces:R:3:nbo_charge:R:1
H -1.980638 -0.536630 -2.198462 0.474 -1.009 2.407 0.339
N -1.866166 -0.850221 -1.144032 0.278 1.571 -3.247 -0.613
C -0.794856 -0.389671 -0.640478 0.577 0.364 3.703 0.379
C -0.775005 -0.562252 0.895394 0.524 -0.109 -2.823 0.236
N -0.649192 -0.644779 2.024379 -0.230 -0.149 1.063 -0.313
N 0.323556 0.338226 -1.070711 -2.071 0.817 -3.116 -0.634
C 1.562678 0.750233 -0.486951 1.207 0.767 2.074 -0.028
C 1.829339 1.029952 0.898845 -0.810 -1.220 -2.647 -0.452
H 0.110271 0.715979 -2.075053 1.016 -1.005 2.512 0.402
H 2.314327 0.861037 -1.415778 -1.283 -0.252 2.868 0.220
H 2.883702 1.067250 1.243037 -0.766 0.378 -0.703 0.218
H 1.082029 1.020209 1.777935 1.085 -0.151 -2.092 0.245
```
Positions in Å, forces in eV/Å.

For the HOMO-LUMO gap, the calculation gives 9.49 eV. The SMILES is [H]/N=C(/C#N)NC=C. As for the HOMO energy: -9.045 eV. As for the net charge: 0.

***

(2)
A molecular structure, C19H19Cl3N7O2S2Ti at a distorted geometry. Source: OMol25; level of theory: the ωB97M-V functional and the def2-TZVPD basis.

Geometry as XYZ:
```
53
Properties=species:S:1:pos:R:3:forces:R:3:lowdin_spin:R:1
Ti -0.271845 0.358204 0.205099 -0.666 -0.521 0.573 1.071
C 0.085388 -3.487724 -1.955875 -0.071 0.023 -0.012 0.016
C 0.256752 -2.288447 -1.080457 0.056 0.090 -0.077 0.112
N -0.620055 -1.306422 -1.016800 0.075 -0.150 0.065 0.137
N -1.794975 -1.363018 -1.753051 0.080 -0.089 -0.029 0.032
C -2.734641 -2.153982 -1.326098 -0.056 -0.125 -0.149 0.006
N -3.862987 -2.164186 -2.146342 0.070 0.022 0.009 0.001
S -2.779763 -3.198792 0.056686 0.076 -0.086 -0.101 0.000
C 1.402553 -2.097783 -0.254045 0.074 -0.083 -0.018 0.141
C 2.465668 -3.018203 -0.149195 -0.026 0.021 0.006 0.015
C 3.525899 -2.758105 0.673628 0.001 0.004 0.003 0.095
C 3.534512 -1.552795 1.415382 0.004 0.006 0.012 0.067
C 2.473955 -0.700126 1.287988 -0.059 0.050 0.014 0.038
N 1.411456 -0.932400 0.486448 -0.053 0.049 -0.101 0.133
H -0.343300 -4.318273 -1.391523 0.006 -0.007 0.014 0.006
H 1.037343 -3.794979 -2.390640 -0.002 -0.017 0.016 0.002
H -0.613601 -3.251382 -2.757096 -0.002 0.009 0.005 0.001
H -3.954409 -1.304064 -2.671866 -0.035 -0.013 0.004 0.000
H -4.694388 -2.436066 -1.647479 -0.008 0.000 -0.028 0.000
H 2.423218 -3.936414 -0.718132 0.000 -0.006 -0.004 -0.002
H 4.340577 -3.465968 0.758686 0.003 0.003 0.005 0.006
H 4.347255 -1.301947 2.082536 0.004 -0.006 -0.003 0.003
H 2.429942 0.229258 1.843779 0.034 -0.010 0.008 0.001
S 1.675994 4.221318 1.784196 0.009 0.067 0.057 0.004
C 0.892198 3.657732 3.191811 -0.035 -0.043 0.015 0.000
C 0.268474 2.463843 2.978969 -0.082 -0.053 0.024 0.001
C 0.395140 1.926340 1.655197 0.221 0.254 -0.158 0.003
C 1.146985 2.814163 0.912693 0.106 -0.118 -0.073 0.007
C 1.535434 2.607155 -0.480207 0.043 0.065 0.009 0.016
C 2.434305 3.417475 -1.177304 -0.033 -0.025 -0.052 -0.001
C 2.745518 3.107809 -2.485825 0.021 0.021 -0.008 0.014
C 2.162520 2.000831 -3.090813 -0.047 -0.051 -0.010 -0.001
C 1.278274 1.244819 -2.347358 -0.004 0.063 0.050 0.015
N 0.977299 1.540274 -1.081534 0.147 0.201 -0.119 0.013
H 0.912591 4.240996 4.099691 0.010 0.008 -0.007 0.000
H -0.298424 1.990070 3.773244 0.004 0.013 0.011 0.000
H 2.882010 4.272553 -0.689633 -0.002 -0.001 0.014 0.000
H 3.444089 3.726743 -3.035191 -0.003 -0.003 -0.004 0.001
H 2.377217 1.727421 -4.113802 0.019 0.024 -0.002 0.000
H 0.774214 0.374932 -2.751769 0.008 -0.002 -0.023 0.002
Cl -3.346446 1.917971 1.992030 0.030 0.115 0.040 0.001
C -4.086366 1.459284 0.442889 -0.124 0.015 -0.070 0.000
Cl -5.512320 2.474982 0.179855 -0.021 0.007 0.006 0.000
Cl -4.566177 -0.253346 0.523707 0.022 0.216 0.111 0.000
C -3.083276 1.569109 -0.777431 -0.053 -0.396 -0.030 0.004
O -3.581088 1.720347 -1.868066 0.024 0.194 -0.041 0.006
O -1.869904 1.391775 -0.458335 0.130 0.105 0.180 0.012
N -0.709368 -0.970671 3.067320 -0.011 -0.014 -0.002 0.003
N -1.373521 -0.840395 1.803437 -0.012 0.162 -0.134 0.015
H -1.373389 -1.257821 3.778696 0.009 0.038 0.002 0.000
H -0.345172 -0.059515 3.313423 0.026 -0.006 0.000 0.000
H -2.316083 -0.467710 1.910168 0.080 -0.017 0.030 0.002
H -1.505280 -1.774870 1.398307 0.013 -0.001 -0.025 0.002
```
Positions in Å, forces in eV/Å.

As for the spin multiplicity: 3. For the HOMO-LUMO gap (alpha / beta), the calculation gives 5.12 / 6.75 eV. As for the HOMO energy (alpha / beta): -2.805 / -4.435 eV. As for the net charge: -1.

***

Number 1: DFT total energy -8696.305 eV, molar mass 95.11 g mol⁻¹. Number 2: DFT total energy -116893.969 eV, molar mass 595.77 g mol⁻¹.